The following is a quantum chemistry calculation of a cluster of 2 separate species, C4H12 in total, from the OMol25 dataset.

Geometry (Å):
1 C -0.38603 -3.08768 0.60666
2 C 0.01268 -1.61081 0.76804
3 H -0.38842 -3.68689 1.58179
4 H -1.44402 -3.12121 0.41021
5 H 0.19117 -3.50232 -0.17751
6 H -0.80428 -0.93039 0.83921
7 H 0.67622 -1.67792 1.73102
8 H 0.60614 -1.05901 0.06046
9 C 0.23180 1.73833 -1.29131
10 C 0.20609 2.90879 -0.20589
11 H 0.11517 2.17616 -2.25534
12 H 1.19021 1.14436 -1.15490
13 H -0.64942 1.14358 -1.04371
14 H 0.52592 2.51097 0.63745
15 H -0.82269 3.27216 -0.04872
16 H 0.73947 3.78188 -0.45746

Values from the calculation:
Max |F|, eV/Å: 4.91
Energy relative to the best compared isomer or geometry (same formula, charge and spin), kJ/mol: 110.3
Molar mass, u: 60.14
HOMO level, eV: -11.142
SMILES string: CC.CC
LUMO level, eV: 1.128

The following is a quantum chemistry calculation of a cluster of 3 separate species, C9H21N3O3 in total, from the OMol25 dataset.

Geometry (Å):
1 C -4.01387 -1.90491 -0.57893
2 C -5.31319 -2.55572 0.03401
3 O -5.48434 -3.80756 -0.01633
4 N -6.34288 -1.79499 0.45186
5 C -6.41256 -0.43951 0.87832
6 H -3.38442 -1.67252 0.28008
7 H -4.22489 -0.94462 -1.04946
8 H -3.63814 -2.61764 -1.31305
9 H -7.05126 -2.35878 0.89957
10 H -5.58743 -0.26014 1.56758
11 H -7.36027 -0.31105 1.40125
12 H -6.47747 0.23494 0.02450
13 C 3.83650 0.81861 0.98864
14 C 5.09514 1.13920 1.78010
15 O 5.08221 1.22788 3.04036
16 N 6.24492 1.18156 1.12147
17 C 7.49997 1.29027 1.83026
18 H 3.45021 1.80009 0.71372
19 H 3.03683 0.27216 1.48867
20 H 4.03654 0.44379 -0.01515
21 H 6.11185 1.12247 0.12202
22 H 8.29416 1.60036 1.15114
23 H 7.78366 0.41253 2.41093
24 H 7.43959 1.93456 2.70739
25 C 0.35115 -0.04322 -3.02949
26 C -0.81714 -0.33812 -2.14707
27 O -1.61598 -1.15727 -2.53435
28 N -0.96128 0.33617 -0.93368
29 C -0.16023 1.38862 -0.36729
30 H 0.45443 1.00406 -3.31347
31 H 0.32112 -0.58199 -3.97655
32 H 1.29176 -0.25728 -2.52201
33 H -1.71525 -0.00578 -0.35515
34 H -0.80486 2.07743 0.17869
35 H 0.43068 1.89408 -1.13112
36 H 0.60470 0.87217 0.21259

Values from the calculation:
Max |F|, eV/Å: 4.25
Total charge: -1
Energy relative to the best compared isomer or geometry (same formula, charge and spin), kJ/mol: 0.0
Molar mass, u: 219.29
2S+1: 2
⟨S²⟩: 0.750
HOMO level (alpha / beta), eV: 0.697 / -6.635
LUMO level (alpha / beta), eV: 2.581 / 2.581